Record 1
{
  "formula": "C39H98BN6O22",
  "method": "ωB97M-V/def2-TZVPD",
  "total_charge": -1,
  "orbital_gap_ev": 8.3,
  "lumo_ha": 0.0798,
  "elements": ["O", "C", "O", "B", "O", "C", "O", "O", "C", "O", "C", "O", "O", "C", "O", "H", "H", "H", "H", "C", "O", "H", "H", "H", "H", "C", "O", "H", "H", "H", "H", "C", "O", "H", "H", "H", "H", "C", "O", "H", "H", "H", "H", "C", "O", "C", "C", "N", "C", "C", "O", "C", "H", "H", "H", "H", "H", "H", "H", "H", "H", "H", "H", "H", "H", "H", "H", "C", "O", "C", "C", "N", "C", "C", "O", "C", "H", "H", "H", "H", "H", "H", "H", "H", "H", "H", "H", "H", "H", "H", "H", "C", "O", "C", "C", "N", "C", "C", "O", "C", "H", "H", "H", "H", "H", "H", "H", "H", "H", "H", "H", "H", "H", "H", "H", "C", "C", "C", "O", "C", "N", "H", "H", "H", "H", "H", "H", "H", "H", "H", "H", "H", "C", "C", "C", "O", "C", "N", "H", "H", "H", "H", "H", "H", "H", "H", "H", "H", "H", "C", "C", "C", "O", "C", "N", "H", "H", "H", "H", "H", "H", "H", "H", "H", "H", "H"],
  "coordinates": [[-3.25663, -2.80820, -2.20529], [-2.63289, -2.01515, -1.55714], [-1.59591, -1.32117, -1.93303], [-1.03337, -0.57551, -0.80823], [-2.04879, -0.72587, 0.27575], [-3.01520, -1.51767, -0.14367], [-3.95043, -1.94076, 0.48158], [-0.70176, 0.82648, -1.03726], [0.45870, 1.09352, -0.49897], [0.97872, 2.17452, -0.40448], [1.10478, -0.23633, -0.02603], [0.23033, -1.17731, -0.34360], [2.18102, -0.29938, 0.49004], [-6.10810, -5.42353, -1.29731], [-5.44011, -4.96086, -2.47292], [-6.87890, -4.67586, -1.06906], [-6.56289, -6.36646, -1.60049], [-5.45953, -5.46722, -0.42103], [-4.66289, -4.44669, -2.21967], [-5.62002, -2.82192, 3.02751], [-6.63550, -1.87419, 3.31422], [-5.82795, -3.70661, 3.63736], [-5.52304, -3.13194, 1.98554], [-4.64198, -2.43853, 3.34064], [-6.20451, -1.00685, 3.15355], [-2.14700, 3.96168, -0.01339], [-3.30292, 4.04465, 0.81384], [-2.38745, 4.05647, -1.08132], [-1.55655, 4.83718, 0.24980], [-1.60404, 3.02119, 0.07429], [-3.87525, 3.29094, 0.56856], [-0.70095, 0.23052, 3.46617], [0.64017, -0.20417, 3.36070], [-0.95784, 0.46498, 4.50695], [-0.78095, 1.15695, 2.89476], [-1.47650, -0.44006, 3.08079], [0.71529, -1.01291, 3.88033], [-1.59038, -1.66441, -5.44920], [-2.37637, -1.09622, -6.47947], [-0.55490, -1.35480, -5.61292], [-1.92599, -1.38281, -4.44671], [-1.57118, -2.76348, -5.44901], [-3.24072, -1.56691, -6.39027], [-6.91572, 1.99183, -7.90386], [-6.24498, 1.01778, -8.69245], [-4.82744, 1.07350, -8.49107], [-4.11466, 0.20472, -9.52538], [-3.89101, -1.16059, -9.08543], [-5.08979, -1.92590, -8.82903], [-4.90175, -3.06945, -7.84427], [-4.72261, -2.61756, -6.51541], [-4.63069, -3.66462, -5.56118], [-7.95043, 1.69587, -7.72235], [-6.83107, 2.95449, -8.40515], [-6.52036, 1.93501, -6.88283], [-4.55012, 0.80727, -7.46684], [-4.53921, 2.12755, -8.61080], [-3.15105, 0.69847, -9.68753], [-4.58619, 0.28138, -10.50831], [-3.13675, -1.21553, -8.42382], [-5.47567, -2.33882, -9.76774], [-5.91261, -1.33423, -8.41775], [-4.17899, -3.86028, -8.08570], [-5.84484, -3.63668, -7.91865], [-4.70284, -3.30859, -4.53720], [-3.76278, -4.29349, -5.77069], [-5.54954, -4.25312, -5.69033], [8.43394, 1.51209, 4.66961], [7.83513, 2.21648, 3.60192], [8.66626, 3.20837, 3.10792], [8.07426, 3.78054, 1.82287], [6.71967, 4.32641, 1.91730], [6.15107, 4.69060, 0.62713], [5.97636, 3.60058, -0.45874], [5.30816, 2.45807, -0.00758], [5.05884, 1.54744, -1.06305], [8.70324, 2.22477, 5.45764], [9.30021, 0.99091, 4.23440], [7.80313, 0.71980, 5.06674], [9.68579, 2.86642, 2.88763], [8.73146, 4.06272, 3.80293], [8.12382, 3.01831, 1.04454], [8.74367, 4.57499, 1.44918], [6.83856, 5.20034, 2.42004], [6.64409, 5.56744, 0.17729], [5.12140, 5.01185, 0.81631], [6.99003, 3.36726, -0.82425], [5.47864, 4.10926, -1.29459], [4.45858, 0.73255, -0.66473], [5.98216, 1.08671, -1.43251], [4.54498, 1.98622, -1.92377], [-4.93147, 0.22691, 4.95748], [-5.65902, 0.60774, 3.81352], [-4.87117, 1.03845, 2.70791], [-5.68707, 1.67425, 1.62325], [-4.95994, 1.66676, 0.35024], [-5.85453, 1.75674, -0.79330], [-5.12640, 1.89251, -2.09142], [-4.68476, 0.59953, -2.43594], [-3.86142, 0.55097, -3.59219], [-4.58746, 1.11524, 5.48793], [-4.07520, -0.40835, 4.70245], [-5.52828, -0.42173, 5.59489], [-4.22570, 0.20616, 2.39203], [-4.07495, 1.68453, 3.11135], [-6.15456, 2.62555, 1.86869], [-6.49596, 0.92981, 1.50521], [-4.56752, 0.72569, 0.31801], [-6.41393, 2.69155, -0.64049], [-6.63542, 0.98588, -0.80334], [-4.36495, 2.67616, -2.02828], [-5.85510, 2.29240, -2.81140], [-2.95158, 1.11476, -3.37543], [-4.45649, 1.05566, -4.37082], [-3.70387, -0.42182, -4.04738], [3.82341, 4.79641, 6.17839], [4.06052, 3.89252, 4.95979], [3.45275, 4.59606, 3.72538], [3.76004, 3.93350, 2.53324], [2.69344, 3.86344, 1.60423], [5.47437, 3.45964, 4.80771], [4.31904, 4.30814, 7.02742], [2.79550, 4.78913, 6.55104], [4.23306, 5.79555, 6.03972], [3.49283, 2.96779, 5.05243], [3.72060, 5.65513, 3.61786], [2.39150, 4.52187, 4.00284], [2.97026, 3.18008, 0.81225], [2.49653, 4.89319, 1.26319], [1.71313, 3.58347, 2.01025], [6.00808, 4.27408, 5.14401], [5.64144, 2.90566, 5.65758], [0.64277, -4.18899, 1.58789], [1.35827, -5.14690, 2.53752], [2.73092, -5.50442, 2.01045], [3.50101, -6.34054, 2.84547], [2.88224, -7.55386, 3.19353], [1.44139, -4.55507, 3.89163], [1.26869, -3.32649, 1.36097], [-0.24343, -3.80788, 2.09715], [0.33652, -4.80650, 0.74258], [0.72295, -6.03943, 2.63039], [3.25257, -4.54981, 1.88273], [2.67284, -5.87207, 0.97806], [2.33948, -7.41421, 4.13126], [3.64221, -8.33624, 3.27634], [2.23127, -8.02523, 2.44616], [2.23616, -4.96603, 4.37674], [0.62690, -4.93478, 4.36375], [3.93325, -1.83102, 3.67699], [4.79220, -0.70481, 3.05426], [5.46827, -0.96073, 1.70851], [6.16570, 0.18638, 1.25093], [7.32227, -0.12145, 0.54338], [3.93636, 0.49888, 2.91343], [3.48470, -1.42419, 4.58251], [4.54767, -2.67380, 4.01657], [3.18006, -2.18270, 2.97229], [5.59145, -0.46797, 3.76267], [4.78537, -1.34086, 0.94184], [6.20421, -1.74770, 1.92815], [7.68238, 0.69021, -0.09064], [7.29353, -1.01586, -0.09088], [8.14939, -0.28674, 1.25144], [3.47802, 0.56577, 3.81595], [3.22061, 0.19959, 2.24732]],
  "forces_ev_per_a": [[0.198, -0.311, -0.158], [-1.129, 0.644, 0.181], [0.900, 0.180, -0.652], [0.302, -0.074, 0.650], [-0.565, 0.261, -0.140], [0.455, -1.221, 0.320], [-0.059, 0.618, 0.053], [-1.190, -0.171, -0.544], [1.478, 0.832, 0.391], [-0.443, -0.438, -0.161], [-0.528, 0.954, -0.295], [0.578, -0.658, 0.340], [-0.139, -0.792, -0.195], [-0.228, 1.079, -0.793], [0.499, -0.204, 0.110], [-0.184, -0.371, 0.200], [0.008, -0.094, 0.583], [0.082, -0.445, -0.129], [-0.101, 0.208, 0.008], [0.165, -0.484, 0.676], [0.621, 0.348, -0.668], [0.031, -0.026, -0.103], [-0.283, 0.250, -0.075], [0.043, -0.078, -0.073], [-0.869, -0.351, 0.374], [-0.406, 0.416, -0.203], [-0.127, -0.367, -0.312], [-0.156, 0.065, 0.022], [0.411, -0.278, 0.005], [0.157, 0.113, 0.360], [0.144, -0.021, 0.168], [-0.329, 0.729, 0.217], [-0.276, -0.429, 0.047], [-0.005, 0.030, -0.010], [0.029, -0.019, 0.013], [0.359, -0.320, -0.148], [0.206, -0.037, -0.175], [0.755, -0.260, 0.259], [-0.810, -0.662, 0.348], [-0.132, 0.157, 0.214], [0.190, 0.195, -0.151], [-0.204, 0.055, -0.287], [0.304, 0.517, -0.361], [0.219, -1.120, 0.376], [-0.137, -0.190, 0.305], [-0.680, 0.761, -0.701], [0.638, 0.307, 0.737], [-0.091, 0.320, -1.188], [0.500, -0.301, 0.617], [-0.982, -0.966, -0.194], [0.436, 0.900, 0.080], [-1.278, -0.603, -0.673], [-0.136, 0.041, -0.736], [-0.067, 0.317, 0.431], [0.377, 0.705, -0.071], [-0.062, -0.321, 0.034], [0.185, 0.012, -0.109], [0.183, -0.325, 0.118], [-0.436, -0.253, 0.161], [-0.148, -0.125, 0.404], [0.069, -0.148, -0.008], [0.068, 0.239, 0.064], [0.585, 0.561, -0.231], [-0.147, 0.104, 0.349], [0.553, 0.406, -0.130], [0.091, 0.019, 0.305], [0.238, -0.382, 0.090], [0.380, 0.138, -0.899], [-0.200, -0.810, 0.323], [-0.746, 1.171, -0.528], [0.118, 0.099, -0.825], [0.873, -0.371, -0.125], [-1.421, -0.207, -0.077], [1.290, 0.689, 0.563], [-0.172, 0.448, -0.651], [0.113, -0.352, 0.288], [0.257, -0.261, 0.163], [0.357, 0.154, 0.571], [-0.511, 0.301, -0.135], [0.054, -0.166, 0.092], [0.182, -0.177, 0.375], [-0.329, -0.227, 0.103], [0.416, -0.076, 0.148], [-0.440, -0.099, 0.253], [0.267, -0.217, -0.335], [0.116, 0.123, 0.305], [-0.041, -0.421, -0.187], [-0.272, -0.160, -0.039], [-0.165, 0.164, 0.109], [0.166, 0.184, -0.055], [-0.108, 0.296, 0.114], [0.530, -0.247, -0.197], [-0.851, 0.039, -0.512], [2.342, 0.530, 1.701], [-1.024, -1.858, -0.505], [0.355, -0.543, 0.334], [-0.696, 1.528, 0.837], [-0.718, -0.271, -0.281], [0.493, -0.746, 0.180], [-1.106, 1.563, -0.542], [0.086, -0.023, 0.168], [0.222, 0.231, -0.208], [-0.468, 0.350, -0.047], [-0.596, -0.328, -0.684], [-0.326, 0.596, -0.135], [0.383, 0.180, 0.049], [-0.457, 0.400, 0.112], [0.425, 0.250, -0.150], [0.021, 0.008, -0.138], [0.296, -0.306, -0.191], [0.512, -0.378, 0.133], [0.028, -0.322, -0.378], [0.259, -0.282, -0.384], [0.480, 0.321, -0.189], [0.094, -0.403, 0.956], [0.108, -1.290, 0.767], [0.212, 0.317, -0.652], [0.146, -0.742, 0.258], [-0.588, -0.637, 0.360], [-0.149, 1.042, 0.293], [-0.285, 1.085, 1.603], [0.371, 0.292, -0.051], [-0.212, 0.499, -0.582], [-0.153, 0.080, 0.028], [-0.123, -0.069, 0.115], [0.121, 0.135, 0.346], [-0.242, 0.363, -0.590], [0.066, 0.098, -0.073], [0.128, -0.105, -0.617], [0.288, -0.528, 0.420], [0.187, 0.118, -0.858], [-0.157, -0.560, -0.475], [0.081, -0.587, 0.675], [-0.489, 0.012, 0.408], [-0.108, 0.844, -0.478], [0.069, -0.016, -0.404], [0.160, -0.714, -0.016], [0.064, -0.379, -0.063], [-0.023, -0.087, -0.405], [-0.101, -0.029, -0.145], [0.008, 0.604, -0.436], [0.215, -0.169, -0.350], [0.354, -0.137, 0.414], [-0.216, -0.477, 0.133], [-0.099, -0.365, 0.009], [0.264, 0.361, 0.550], [-0.304, 0.752, -0.209], [0.046, 0.128, -0.024], [0.038, 0.393, 0.348], [1.257, -0.209, -0.455], [-0.770, 1.132, 0.007], [0.679, -0.743, 0.716], [-0.532, -0.211, -0.103], [1.219, -0.290, 0.402], [0.351, -0.897, 0.028], [-0.283, 0.000, -0.107], [-0.064, -0.153, -0.216], [-0.167, 0.026, 0.150], [0.095, 0.128, -0.015], [-0.214, 0.130, -0.009], [0.008, -0.227, -0.283], [-0.551, 0.328, 0.076], [-0.482, -0.047, -0.011], [0.041, -0.165, 0.064], [-0.334, 0.422, -0.150], [-0.125, 0.531, 0.192]]
}

***

Record 2
{
  "formula": "C3AgCl4F6NO4S2",
  "method": "ωB97M-V/def2-TZVPD",
  "orbital_gap_ev": 9.3,
  "lumo_ha": -0.0697,
  "elements": ["Ag", "C", "F", "F", "F", "S", "O", "O", "N", "S", "O", "O", "C", "F", "F", "F", "C", "Cl", "Cl", "Cl", "Cl"],
  "coordinates": [[1.25411, 0.89829, -2.09138], [0.93946, -1.96161, 0.95045], [0.73226, -2.79352, -0.08798], [-0.24124, -1.52901, 1.41851], [1.65951, -2.58032, 1.93535], [1.88560, -0.50515, 0.46233], [2.75611, -0.31627, 1.59078], [2.41504, -0.99015, -0.80855], [0.90218, 0.66492, 0.10448], [0.62208, 1.70112, 1.45752], [0.07586, 1.12781, 2.63352], [1.53364, 2.80347, 1.47749], [-0.84625, 2.56452, 0.86635], [-1.07520, 3.56683, 1.71372], [-0.65652, 3.10747, -0.34553], [-1.93866, 1.83850, 0.80853], [-2.01284, -1.49098, -2.41229], [-2.41375, -3.10848, -1.91378], [-2.48095, -0.35020, -1.14029], [-0.24394, -1.48246, -2.71881], [-2.86651, -1.16479, -3.90041]],
  "forces_ev_per_a": [[-0.107, -0.072, -0.090], [-0.308, -0.580, 0.915], [0.031, 0.279, 1.144], [0.216, -0.865, 0.114], [-1.411, 0.146, -1.302], [2.254, -1.575, -0.369], [-0.483, 0.746, -0.752], [0.199, 0.901, -0.012], [-0.548, 1.393, 2.325], [-0.739, 1.472, -1.505], [0.806, -1.240, 0.526], [0.742, -0.889, 0.108], [-0.546, 1.083, -0.691], [0.131, -0.039, 0.151], [0.208, -0.033, -0.409], [-0.541, -0.785, 0.016], [-0.116, -0.064, 0.201], [-0.106, -0.592, 0.370], [0.416, -0.084, -0.416], [-0.026, 0.372, 0.006], [-0.072, 0.426, -0.328]]
}

***

Record 3
{
  "formula": "C3Cl2F3NO2S",
  "method": "ωB97M-V/def2-TZVPD",
  "orbital_gap_ev": [7.7, 8.2],
  "lumo_ha": [0.0072, -0.1042],
  "multiplicity": 3,
  "elements": ["C", "C", "C", "N", "O", "O", "F", "F", "F", "S", "Cl", "Cl"],
  "coordinates": [[-0.56331, 1.59727, -1.51928], [0.38701, 0.60592, 0.61886], [0.52135, -2.14991, 0.52963], [-0.20760, 1.59233, -0.04592], [-0.71476, 2.61671, 0.52503], [0.19080, 1.93076, -2.32608], [-0.84960, -2.00983, 0.36192], [0.85109, -2.38672, 1.78700], [0.83348, -3.26299, -0.12435], [1.26619, -0.60761, -0.19050], [-2.18433, 1.08709, -1.90558], [0.46967, 0.98698, 2.28928]],
  "forces_ev_per_a": [[-0.668, -1.281, 2.358], [1.949, -3.359, 3.397], [-1.887, -0.212, -0.598], [-2.902, 4.009, -5.253], [-0.305, 0.245, 0.411], [1.549, 0.734, -1.423], [1.264, -0.183, 0.958], [-0.449, 0.635, 0.245], [0.541, 0.393, -0.636], [0.477, -0.240, 0.086], [-0.016, 0.066, 0.469], [0.447, -0.807, -0.015]]
}

***

| no. | E_tot (eV) |
| --- | --- |
| 1 | -96692.8869 |
| 2 | -104852.3905 |
| 3 | -52723.4419 |